(1)
DFT (ωB97M-V/def2-TZVPD) results for a 6-piece molecular cluster, CH12O6 overall.

Summary:
Orbital gap (alpha / beta) = 0.255 / 0.171 Ha
HOMO level (alpha / beta) = -14.97 / -14.96 eV
Energy above the lowest of the compared OMol25 structures with the same formula, charge and spin = 71.0 kJ/mol
Charge = +1
Spin multiplicity = 2
E_tot = -13504.884 eV
E_LUMO (alpha / beta) = -8.0 / -10.3 eV

Atoms and positions in Å:
O  2.18461  0.46462  1.03237
C  1.63979  -0.69584  1.02117
H  1.63797  -1.16086  2.07583
H  0.69830  -0.88968  0.44333
H  -1.03265  -0.81763  -0.93613
H  -1.04739  -2.27711  -1.36074
O  -0.52601  -1.43315  -1.46853
H  -0.48377  2.51637  -0.34381
H  0.43824  1.52466  -1.01158
O  -0.01241  1.67674  -0.16944
H  -0.73964  0.99097  1.25985
H  0.10960  0.37853  2.35140
O  -0.86019  0.37480  2.09583
H  0.64629  -0.28675  -2.51025
H  2.01968  0.46607  -2.13286
O  1.15997  0.60800  -2.69067
H  -2.20011  -0.67052  1.17173
H  -3.66340  -0.98930  0.75248
O  -2.72371  -1.01722  0.46465



(2)
DFT (ωB97M-V/def2-TZVPD) results for a 6-piece molecular cluster, CH12O6 overall.

Summary:
Orbital gap (alpha / beta) = 0.287 / 0.124 Ha
HOMO level (alpha / beta) = -14.00 / -14.00 eV
Energy above the lowest of the compared OMol25 structures with the same formula, charge and spin = 0.3 kJ/mol
Charge = +1
Spin multiplicity = 2
E_tot = -13505.616 eV
E_LUMO (alpha / beta) = -6.2 / -10.6 eV

Atoms and positions in Å:
O  -1.16851  -2.43955  0.02140
C  -2.08484  -2.31200  -0.72244
H  -2.75270  -3.17902  -0.90418
H  -2.33093  -1.32670  -1.18853
H  -2.16416  0.69414  0.60753
H  -2.60184  2.00014  -0.02435
O  -2.34136  1.09928  -0.25843
H  2.42220  2.03831  -0.17271
H  3.15177  3.29321  -0.61243
O  2.67914  2.91350  0.13571
H  2.41969  -1.30912  0.26221
H  3.17413  -0.13682  0.82245
O  2.35604  -0.63828  0.95390
H  -0.64116  0.76835  -1.30963
H  -0.04915  -0.55003  -0.87840
O  0.00039  0.09586  -1.58481
H  0.73300  -0.18898  1.41904
H  -0.57459  -0.83658  1.88150
O  -0.22712  0.01428  1.55218



(3)
DFT (ωB97M-V/def2-TZVPD) results for CH13NSi4 as an isolated structure.

Summary:
Orbital gap = 0.288 Ha
HOMO level = -8.03 eV
Energy above the lowest of the compared OMol25 structures with the same formula, charge and spin = 243.4 kJ/mol
Charge = 0
E_tot = -34246.013 eV
E_LUMO = -0.2 eV

Atoms and positions in Å:
C  0.22340  1.84588  -0.07735
N  -1.72944  -0.16196  -0.47604
Si  -1.37206  -1.89342  -0.35605
Si  -3.18269  0.45180  0.28470
Si  3.37533  -0.35216  -0.25080
Si  -0.50338  0.65564  -1.48991
H  0.84844  2.56061  -0.48485
H  -0.57513  2.17638  0.43774
H  0.74076  1.21342  0.51352
H  -2.50549  -2.73840  -0.48955
H  -0.23407  -2.12183  -1.25891
H  -0.97170  -2.08079  0.98488
H  -3.66886  1.52939  -0.55875
H  -3.09517  0.77816  1.82640
H  -4.06102  -0.62575  0.04563
H  3.82116  1.08966  -0.80011
H  4.39414  -1.23400  -0.65095
H  3.26154  -0.29988  1.16266
H  2.13592  -0.93898  -0.84542



(4)
DFT (ωB97M-V/def2-TZVPD) results for a 8-piece molecular cluster, CH13O13P overall.

Summary:
Orbital gap = 0.065 Ha
HOMO level = 5.39 eV
Charge = -4
E_tot = -37139.374 eV
E_LUMO = 7.2 eV

Atoms and positions in Å:
O  0.00847  0.57616  0.72276
H  0.40754  -0.04462  1.33674
H  -0.92391  0.37708  0.61037
H  0.54982  0.53701  -0.06908
C  1.93561  0.82197  -4.06143
O  2.78523  0.76471  -3.17855
O  2.23152  0.76909  -5.25365
O  0.78791  0.60335  -3.67261
P  -5.63612  -0.34133  -1.02041
O  -4.36625  -0.53409  -0.20548
O  -6.89921  -0.64412  -0.13006
O  -5.63851  -1.38890  -2.14806
O  -5.64570  1.07124  -1.70670
O  3.95813  4.88109  -0.99713
H  3.90581  4.04026  -1.45157
H  4.73951  4.80938  -0.44892
O  -4.03225  2.62018  2.70377
H  -3.16527  2.75994  3.08460
H  -3.91789  1.87532  2.11357
O  -2.13906  -4.70985  1.51746
H  -1.95816  -5.57267  1.14456
H  -2.36789  -4.16587  0.76383
O  5.80994  -1.06846  0.07572
H  5.25476  -0.57469  -0.52776
H  5.82483  -0.54093  0.87430
O  2.49604  -2.14353  3.18963
H  2.62089  -2.77501  3.89806
H  3.37435  -2.00265  2.83617



(5)
DFT (ωB97M-V/def2-TZVPD) results for a 6-piece molecular cluster, CH13O5S overall.

Summary:
Orbital gap = 0.271 Ha
HOMO level = -3.81 eV
Energy above the lowest of the compared OMol25 structures with the same formula, charge and spin = 90.0 kJ/mol
Charge = -1
E_tot = -22322.482 eV
E_LUMO = 3.6 eV

Atoms and positions in Å:
C  0.45321  -0.38112  2.00487
S  1.27517  0.04845  0.43127
H  0.54740  -1.45075  2.21435
H  1.02218  0.07098  2.82501
H  -0.57483  -0.04151  2.08328
H  4.42787  -0.49817  -0.15069
H  3.22932  -0.35646  -0.98968
O  4.18441  -0.17121  -1.02589
H  -2.73883  -2.52628  -0.36548
H  -2.94059  -3.98851  -0.53469
O  -3.36126  -3.15401  -0.77753
H  -1.66130  -0.59951  -1.24949
H  -0.49262  -0.77270  -0.24831
O  -1.32171  -1.21955  -0.60019
H  -2.18550  2.08807  -1.60585
H  -1.46135  1.60006  -0.34255
O  -2.23872  2.09150  -0.64630
H  1.74342  2.83913  -0.87106
H  1.10202  3.07029  0.39060
O  0.99171  3.35130  -0.54168



(6)
DFT (ωB97M-V/def2-TZVPD) results for CH14BaO10 as an isolated structure.

Summary:
Orbital gap = 0.155 Ha
HOMO level = -4.97 eV
Energy above the lowest of the compared OMol25 structures with the same formula, charge and spin = 4492.9 kJ/mol
Charge = 0
E_tot = -22388.700 eV
E_LUMO = -0.7 eV

Atoms and positions in Å:
Ba  -8.22311  -8.78565  -19.35798
C  -9.24078  -7.61702  -20.95805
O  -9.03421  -7.04280  -19.90492
O  -9.54999  -6.86898  -21.93273
O  -8.93801  -8.82545  -21.11498
O  -6.90328  -8.61550  -20.69540
H  -7.02886  -8.64457  -21.64388
H  -5.96241  -8.74285  -20.57387
O  -8.58883  -9.92542  -17.82523
H  -8.10223  -10.73347  -17.98808
H  -9.25577  -10.17190  -17.18440
O  -9.73235  -8.35555  -18.38399
H  -10.68162  -8.26660  -18.29913
H  -9.38222  -7.53703  -18.03233
O  -7.80814  -10.47873  -19.99840
H  -7.13536  -10.81191  -20.59220
H  -8.33971  -11.24524  -19.78369
O  -9.69372  -10.02545  -19.82437
H  -9.64087  -9.30617  -20.45372
H  -10.62699  -10.10295  -19.62630
O  -6.50311  -9.64789  -18.76800
H  -5.59533  -9.47122  -18.52111
H  -6.44316  -10.34839  -19.41758
O  -7.39908  -7.45741  -18.43708
H  -6.57758  -7.83156  -18.11866
H  -7.75715  -6.98827  -17.68348



Copy entry 6 word for word.
DFT (ωB97M-V/def2-TZVPD) results for CH14BaO10 as an isolated structure.

Summary:
Orbital gap = 0.155 Ha
HOMO level = -4.97 eV
Energy above the lowest of the compared OMol25 structures with the same formula, charge and spin = 4492.9 kJ/mol
Charge = 0
E_tot = -22388.700 eV
E_LUMO = -0.7 eV

Atoms and positions in Å:
Ba  -8.22311  -8.78565  -19.35798
C  -9.24078  -7.61702  -20.95805
O  -9.03421  -7.04280  -19.90492
O  -9.54999  -6.86898  -21.93273
O  -8.93801  -8.82545  -21.11498
O  -6.90328  -8.61550  -20.69540
H  -7.02886  -8.64457  -21.64388
H  -5.96241  -8.74285  -20.57387
O  -8.58883  -9.92542  -17.82523
H  -8.10223  -10.73347  -17.98808
H  -9.25577  -10.17190  -17.18440
O  -9.73235  -8.35555  -18.38399
H  -10.68162  -8.26660  -18.29913
H  -9.38222  -7.53703  -18.03233
O  -7.80814  -10.47873  -19.99840
H  -7.13536  -10.81191  -20.59220
H  -8.33971  -11.24524  -19.78369
O  -9.69372  -10.02545  -19.82437
H  -9.64087  -9.30617  -20.45372
H  -10.62699  -10.10295  -19.62630
O  -6.50311  -9.64789  -18.76800
H  -5.59533  -9.47122  -18.52111
H  -6.44316  -10.34839  -19.41758
O  -7.39908  -7.45741  -18.43708
H  -6.57758  -7.83156  -18.11866
H  -7.75715  -6.98827  -17.68348